Entry 1:
DFT (the ωB97M-V functional and the def2-TZVPD basis) results for a structure of composition C15H14ClLaNO2 in a non-equilibrium geometry.

The geometry in XYZ format:
```
34
Properties=species:S:1:pos:R:3:lowdin_charge:R:1
C -0.060 -0.263 -2.374 -0.205
C 0.605 -1.435 -1.847 -0.238
C 1.850 -1.011 -1.234 -0.284
C 1.947 0.435 -1.378 -0.301
C 0.760 0.895 -2.083 -0.240
La 0.188 0.005 0.185 1.865
C -1.689 -1.389 0.353 -0.299
C -2.382 -0.119 -0.064 -0.669
C -3.604 -0.108 -0.744 -0.065
N -1.744 1.053 0.204 -0.225
H 2.542 -1.642 -0.684 0.097
H 0.221 -2.453 -1.870 0.093
H 2.719 1.066 -0.950 0.087
H 0.508 1.932 -2.300 0.094
H -1.049 -0.245 -2.834 0.098
H -1.891 -2.283 -0.192 0.012
H -2.091 1.985 -0.048 0.048
H -1.570 -1.461 1.442 0.017
H -4.121 -1.041 -0.888 -0.003
H -4.037 0.828 -1.053 -0.003
Cl 3.872 1.596 8.189 0.656
C 3.292 1.317 6.604 -0.703
C 4.139 1.494 5.493 -0.105
C 3.657 1.266 4.199 -0.021
C 2.336 0.859 3.982 -0.123
C 1.495 0.682 5.085 -0.015
C 1.963 0.907 6.385 -0.103
C 1.856 0.633 2.551 -0.621
O 2.642 0.820 1.616 -0.029
O 0.632 0.258 2.400 -0.243
H 5.166 1.810 5.646 0.096
H 4.342 1.415 3.360 0.117
H 0.458 0.367 4.944 0.121
H 1.301 0.768 7.234 0.097
```

The calculation puts the molar mass at 414.641 g/mol. Its LUMO energy is 2.49 eV. The HOMO energy comes out at -2.76 eV. Its total energy is -1277.00638 Eh. Its charge is -1.


Entry 2:
DFT (the ωB97M-V functional and the def2-TZVPD basis) results for a cluster of 2 separate species, C15H14F10O4S in total in a non-equilibrium geometry.

The geometry in XYZ format:
```
44
Properties=species:S:1:pos:R:3:lowdin_charge:R:1
O 2.975 -2.968 -0.609 0.138
C 2.124 -2.086 -0.578 -0.326
C 2.363 -0.727 -1.098 -0.455
S 3.551 -0.457 -2.368 0.893
C 1.673 0.263 -0.536 -0.255
F 1.821 1.540 -0.847 0.114
C 0.698 0.011 0.561 -0.257
O 0.478 0.882 1.370 0.156
C 0.073 -1.343 0.577 0.011
C -1.261 -1.532 1.248 -0.379
F -1.563 -0.471 2.007 0.151
F -1.218 -2.602 2.079 0.138
C -2.489 -1.772 0.280 -0.344
F -3.538 -1.064 0.737 0.164
F -2.839 -3.067 0.286 0.159
C -2.325 -1.373 -1.209 -0.325
F -3.522 -1.599 -1.780 0.163
F -1.435 -2.170 -1.823 0.162
C -1.945 0.135 -1.470 -0.501
F -1.957 0.841 -0.343 0.199
F -2.803 0.685 -2.338 0.187
F -0.718 0.188 -2.005 0.180
C 0.765 -2.348 0.020 -0.048
C 0.338 -3.774 -0.062 -0.084
C 0.501 -4.369 -1.463 -0.239
O 1.446 -5.421 -1.363 -0.046
H 3.110 0.736 -2.788 -0.112
H -0.681 -3.920 0.253 0.103
H 0.961 -4.358 0.605 0.147
H -0.447 -4.795 -1.774 0.119
H 0.812 -3.617 -2.184 0.118
H 1.607 -5.786 -2.232 0.089
C -0.462 4.539 0.503 -0.059
C -0.089 4.872 1.941 -0.498
C 1.390 5.207 2.068 -0.062
O -0.427 3.787 2.800 -0.051
H 0.095 3.663 0.160 0.064
H -1.524 4.303 0.430 0.079
H -0.243 5.372 -0.168 0.078
H -0.683 5.719 2.285 0.135
H 2.001 4.350 1.768 0.079
H 1.641 5.442 3.102 0.078
H 1.660 6.059 1.441 0.078
H 0.086 3.023 2.515 0.059
```

The calculation puts the molar mass at 480.320 g/mol. Its LUMO energy is -1.93 eV. The HOMO energy comes out at -9.69 eV. As for the SMILES: O=C1C(S)=C(F)C(=O)C(C(F)(F)C(F)(F)C(F)(F)C(F)(F)F)=C1CCO.CC(C)O. Its total energy is -2277.74563 Eh. Its charge is 0.